A structure of composition C9H12N16ReS, computed with ωB97M-V/def2-TZVPD.

## Properties
Largest force on an atom = 0.0147 hartree/bohr
LUMO level (spin up / spin down) = -9.19 / -9.11 eV
Kohn-Sham gap (spin up / spin down) = 6.171 / 6.282 eV
Energy relative to the best compared isomer or geometry (same formula, charge and spin) = 26.9 kcal/mol

ORCA input file:
```
! wB97M-V def2-TZVPD RIJCOSX def2/J DEFGRID3
* xyz 2 2
Re -0.289 -0.140 -0.025
N -3.729 -0.298 0.327
C -3.012 -1.445 0.264
N -3.451 -2.657 0.320
N -2.322 -3.450 0.160
N -1.269 -2.774 0.029
N -1.647 -1.428 0.092
C -3.147 0.926 0.126
N -3.765 2.067 0.023
N -2.778 2.969 -0.242
N -1.624 2.410 -0.282
N -1.822 1.074 -0.052
H -4.733 -0.352 0.439
C 5.098 -0.070 0.786
C 3.906 0.064 1.655
N 3.913 0.198 2.946
N 2.593 0.291 3.314
C 1.775 0.216 2.291
S 0.047 0.384 2.201
N 2.579 0.066 1.226
N 2.002 -0.034 -0.054
H 5.977 -0.028 1.427
H 5.155 0.746 0.064
H 5.102 -1.025 0.257
H 2.351 0.415 4.290
H 2.308 0.764 -0.619
H 2.359 -0.879 -0.511
N -0.453 2.308 -4.918
C -0.217 1.214 -4.183
C -0.337 1.245 -2.774
N -0.094 0.126 -2.092
C 0.263 -1.014 -2.737
C 0.360 -0.988 -4.115
N 0.138 0.100 -4.839
H -0.749 3.180 -4.516
H -0.389 2.236 -5.922
H -0.617 2.125 -2.212
H 0.381 -1.919 -2.152
H 0.624 -1.894 -4.647
*
```

What are the Mulliken partial charges on each atom? They are as follows, in elementary charge units:
1. Re 0.81
2. N -0.05
3. C 0.61
4. N -0.39
5. N -0.39
6. N -0.28
7. N 0.43
8. C 0.52
9. N -0.39
10. N -0.49
11. N -0.44
12. N 0.58
13. H 0.25
14. C -1.24
15. C 0.84
16. N -0.60
17. N 0.21
18. C 0.43
19. S -0.29
20. N 0.20
21. N -0.88
22. H 0.35
23. H 0.35
24. H 0.35
25. H 0.19
26. H 0.41
27. H 0.43
28. N -0.36
29. C 0.45
30. C -0.18
31. N -0.19
32. C -0.17
33. C -0.45
34. N -0.51
35. H 0.22
36. H 0.27
37. H 0.56
38. H 0.47
39. H 0.39